(1)
{
  "formula": "C27H30N2ORuSSe2",
  "method": "wB97M-V/def2-TZVPD",
  "species": ["Ru", "C", "C", "C", "C", "C", "C", "C", "C", "C", "H", "H", "H", "H", "H", "H", "H", "H", "H", "H", "H", "H", "Se", "Se", "C", "C", "C", "C", "C", "N", "C", "C", "C", "C", "C", "N", "H", "H", "H", "H", "H", "H", "H", "H", "C", "C", "C", "C", "C", "C", "C", "S", "C", "O", "H", "H", "H", "H", "H", "H", "H", "H", "H", "H"],
  "xyz": [[-1.39, 0.69, 0.88], [-0.36, -0.55, 4.18], [-0.40, 0.59, 3.21], [0.65, 0.80, 2.29], [0.65, 1.89, 1.42], [1.80, 2.17, 0.49], [-0.45, 2.77, 1.47], [-1.44, 2.69, 2.48], [-2.44, 3.79, 2.69], [-1.45, 1.54, 3.27], [-1.35, -0.86, 4.50], [0.18, -0.20, 5.07], [0.19, -1.40, 3.79], [1.48, 0.10, 2.28], [2.20, 1.24, 0.08], [2.58, 2.66, 1.07], [1.51, 2.84, -0.32], [-0.48, 3.62, 0.79], [-3.39, 3.42, 3.06], [-2.57, 4.40, 1.80], [-2.03, 4.45, 3.47], [-2.24, 1.39, 4.00], [-4.88, -0.20, -0.32], [-4.17, 1.71, 0.79], [-3.12, 2.34, -0.68], [-3.51, 3.31, -1.57], [-2.68, 3.57, -2.66], [-1.51, 2.84, -2.83], [-1.16, 1.90, -1.89], [-1.96, 1.66, -0.83], [-3.68, -1.45, 0.47], [-4.20, -2.73, 0.61], [-3.43, -3.73, 1.17], [-2.15, -3.42, 1.61], [-1.69, -2.14, 1.43], [-2.43, -1.15, 0.86], [-4.44, 3.84, -1.43], [-2.96, 4.32, -3.39], [-0.86, 3.01, -3.68], [-0.26, 1.30, -1.95], [-5.22, -2.93, 0.30], [-3.84, -4.73, 1.30], [-1.52, -4.16, 2.10], [-0.69, -1.87, 1.75], [6.34, -1.62, -3.61], [5.11, -1.65, -2.82], [4.08, -0.66, -2.99], [2.94, -0.71, -2.25], [2.78, -1.77, -1.32], [3.78, -2.75, -1.10], [4.92, -2.70, -1.84], [1.26, -1.95, -0.40], [0.51, -3.11, -1.54], [0.46, -0.67, -0.49], [6.36, -0.85, -4.38], [6.53, -2.61, -4.06], [7.19, -1.49, -2.92], [4.23, 0.12, -3.73], [2.15, 0.02, -2.37], [3.64, -3.53, -0.36], [5.71, -3.43, -1.71], [0.39, -2.61, -2.50], [-0.45, -3.38, -1.12], [1.14, -4.00, -1.62]],
  "multiplicity": 5,
  "gap_ev": [6.895, 5.161],
  "lumo_energy_ev": [-12.72, -14.46],
  "charge": 4,
  "energy_ev": -177581.255
}

---

(2)
{
  "formula": "C27H30N4O4",
  "method": "wB97M-V/def2-TZVPD",
  "species": ["N", "C", "O", "N", "C", "O", "C", "C", "H", "H", "H", "C", "O", "C", "C", "C", "C", "C", "C", "C", "N", "C", "C", "C", "C", "C", "C", "C", "C", "C", "O", "N", "C", "C", "C", "C", "C", "C", "H", "H", "H", "H", "H", "H", "H", "H", "H", "H", "H", "H", "H", "H", "H", "H", "H", "H", "H", "H", "H", "H", "H", "H", "H", "H", "H"],
  "xyz": [[0.25, 2.45, 1.63], [0.76, 1.27, 2.10], [0.29, 0.61, 3.03], [1.92, 0.80, 1.47], [2.55, 1.32, 0.35], [3.58, 0.78, -0.08], [1.87, 2.48, -0.16], [0.79, 2.98, 0.53], [2.30, -0.04, 1.87], [2.22, 2.95, -1.06], [0.30, 3.89, 0.17], [1.58, 6.43, 7.80], [1.34, 5.06, 7.41], [0.61, 4.82, 6.29], [0.55, 3.48, 5.83], [-0.11, 3.18, 4.67], [-0.72, 4.19, 3.87], [-1.48, 3.83, 2.71], [-2.35, 4.73, 2.08], [-3.17, 4.41, 1.00], [-4.05, 5.28, 0.45], [-5.00, 4.86, -0.58], [-4.34, 4.22, -1.80], [-5.30, 3.92, -2.93], [-5.07, 4.47, -4.19], [-6.00, 4.27, -5.22], [-7.13, 3.48, -4.99], [-7.33, 2.89, -3.74], [-6.41, 3.11, -2.71], [-5.72, 6.18, -0.92], [-6.65, 6.34, -1.70], [-5.12, 7.16, -0.18], [-5.57, 8.53, -0.24], [-4.14, 6.71, 0.80], [-4.70, 6.93, 2.22], [-2.82, 7.46, 0.58], [-0.56, 5.54, 4.29], [-0.02, 5.84, 5.53], [2.27, 6.34, 8.64], [2.04, 7.00, 6.98], [0.65, 6.91, 8.11], [1.05, 2.71, 6.42], [-0.15, 2.15, 4.34], [-1.56, 2.78, 2.45], [-2.42, 5.73, 2.50], [-3.14, 3.41, 0.56], [-5.75, 4.16, -0.16], [-3.55, 4.90, -2.16], [-3.85, 3.29, -1.47], [-4.19, 5.09, -4.35], [-5.83, 4.73, -6.20], [-7.86, 3.33, -5.79], [-8.21, 2.27, -3.55], [-6.56, 2.66, -1.72], [-6.28, 8.63, -1.07], [-6.06, 8.83, 0.70], [-4.71, 9.20, -0.41], [-5.77, 6.68, 2.23], [-4.19, 6.32, 2.96], [-4.58, 7.99, 2.48], [-2.53, 7.40, -0.47], [-2.95, 8.51, 0.87], [-2.01, 7.04, 1.19], [-0.87, 6.35, 3.64], [-0.03, 6.87, 5.90]],
  "gap_ev": 5.496,
  "lumo_energy_ev": -1.59,
  "de_lowest_kj_mol": 371.8,
  "energy_ev": -42635.254
}

---

(3)
{
  "formula": "C27H30N5O2PdS",
  "method": "wB97M-V/def2-TZVPD",
  "species": ["Pd", "O", "C", "C", "C", "C", "C", "C", "C", "O", "N", "N", "C", "C", "C", "C", "C", "C", "N", "H", "H", "H", "H", "H", "H", "H", "H", "H", "H", "C", "C", "C", "C", "C", "C", "C", "C", "C", "C", "H", "H", "H", "H", "H", "H", "H", "H", "H", "H", "H", "H", "C", "N", "C", "C", "N", "C", "S", "H", "H", "H", "H", "H", "H", "H", "H"],
  "xyz": [[0.66, -0.07, -1.29], [-1.85, -1.76, 3.36], [-2.59, -2.60, 2.62], [-3.70, -3.19, 3.23], [-4.52, -4.05, 2.52], [-4.24, -4.35, 1.19], [-3.13, -3.78, 0.59], [-2.29, -2.91, 1.28], [-1.10, -2.35, 0.55], [-0.87, -2.72, -0.62], [-0.32, -1.59, 1.34], [0.70, -0.91, 0.74], [1.64, -0.57, 1.56], [2.75, 0.31, 1.22], [3.72, 0.59, 2.20], [4.74, 1.47, 1.89], [4.78, 2.05, 0.63], [3.79, 1.70, -0.28], [2.81, 0.85, -0.01], [-1.14, -1.42, 2.73], [-3.91, -2.94, 4.26], [-5.38, -4.49, 3.00], [-4.88, -5.02, 0.63], [-2.88, -3.98, -0.44], [1.58, -0.91, 2.60], [3.65, 0.14, 3.18], [5.49, 1.71, 2.63], [5.55, 2.75, 0.35], [3.77, 2.12, -1.29], [0.21, 3.16, -1.24], [-1.18, 2.49, -1.21], [-1.86, 2.73, -2.56], [-1.05, 1.01, -1.00], [-1.98, 3.08, -0.05], [-1.54, 2.83, 1.26], [-2.22, 3.32, 2.35], [-3.37, 4.08, 2.18], [-3.82, 4.33, 0.90], [-3.13, 3.84, -0.20], [0.80, 2.71, -2.04], [0.74, 3.00, -0.31], [0.11, 4.23, -1.42], [-1.25, 2.27, -3.34], [-1.96, 3.80, -2.79], [-2.85, 2.27, -2.61], [-1.94, 0.49, -0.65], [-0.66, 2.21, 1.40], [-1.86, 3.10, 3.35], [-3.91, 4.46, 3.04], [-4.72, 4.92, 0.74], [-3.51, 4.04, -1.20], [4.08, -0.91, -2.61], [2.97, -1.82, -2.64], [2.98, -2.98, -1.76], [1.61, -3.62, -2.04], [0.88, -2.57, -2.75], [1.66, -1.44, -2.86], [1.18, 0.01, -3.61], [4.95, -1.37, -3.08], [4.34, -0.64, -1.59], [3.81, -0.01, -3.16], [3.07, -2.65, -0.71], [3.82, -3.64, -1.98], [1.09, -3.89, -1.13], [1.71, -4.51, -2.67], [-0.05, -2.39, -2.37]],
  "multiplicity": 3,
  "gap_ev": [5.448, 6.550],
  "lumo_energy_ev": [2.44, 2.27],
  "de_lowest_kj_mol": 6.1,
  "charge": -1,
  "energy_ev": -54345.988
}

---

(4)
{
  "formula": "C27H30N5O4PSY",
  "method": "wB97M-V/def2-TZVPD",
  "species": ["Y", "C", "C", "N", "C", "S", "N", "N", "C", "C", "C", "C", "C", "C", "C", "N", "H", "H", "H", "H", "H", "H", "H", "H", "H", "H", "H", "H", "H", "O", "C", "C", "C", "C", "O", "N", "H", "H", "H", "H", "C", "P", "C", "C", "C", "C", "C", "C", "C", "C", "C", "C", "C", "C", "H", "H", "H", "H", "H", "H", "H", "H", "H", "H", "H", "H", "H", "O", "O"],
  "xyz": [[0.03, 0.41, -0.11], [2.83, -3.32, -4.13], [1.75, -2.27, -4.29], [2.17, -1.01, -3.66], [1.45, -0.21, -2.87], [-0.25, -0.53, -2.61], [2.11, 0.88, -2.46], [1.50, 1.58, -1.46], [1.78, 2.82, -1.35], [2.62, 3.57, -2.32], [1.22, 3.50, -0.14], [1.59, 4.78, 0.18], [1.06, 5.37, 1.32], [0.19, 4.66, 2.11], [-0.12, 3.36, 1.73], [0.38, 2.79, 0.64], [2.52, -4.25, -4.62], [3.02, -3.52, -3.07], [3.77, -3.01, -4.60], [0.83, -2.58, -3.82], [1.53, -2.10, -5.35], [3.13, -0.72, -3.78], [2.72, 2.99, -3.24], [3.62, 3.75, -1.92], [2.17, 4.54, -2.55], [2.28, 5.32, -0.46], [1.34, 6.39, 1.59], [-0.24, 5.08, 3.01], [-0.78, 2.76, 2.33], [-0.02, -0.16, 4.07], [-0.96, 0.11, 3.36], [-2.39, 0.35, 3.84], [-3.20, 0.54, 2.56], [-2.14, 0.45, 1.49], [-2.32, 0.58, 0.25], [-0.91, 0.23, 1.96], [-2.39, 1.23, 4.48], [-2.72, -0.49, 4.45], [-3.71, 1.50, 2.48], [-3.96, -0.23, 2.38], [0.99, -4.39, 0.62], [-0.50, -3.45, 0.74], [-0.92, -3.24, 2.44], [-2.26, -3.08, 2.79], [-2.60, -2.90, 4.12], [-1.60, -2.88, 5.09], [-0.26, -3.02, 4.74], [0.08, -3.21, 3.41], [-1.83, -4.21, -0.12], [-2.63, -3.47, -0.99], [-3.69, -4.09, -1.63], [-3.95, -5.44, -1.40], [-3.15, -6.18, -0.54], [-2.09, -5.56, 0.11], [1.80, -3.72, 0.90], [1.12, -4.69, -0.42], [0.95, -5.26, 1.27], [-3.04, -3.10, 2.03], [-3.64, -2.78, 4.41], [-1.87, -2.74, 6.14], [0.51, -2.97, 5.49], [1.13, -3.29, 3.13], [-2.42, -2.43, -1.19], [-4.31, -3.52, -2.31], [-4.78, -5.92, -1.91], [-3.35, -7.23, -0.36], [-1.47, -6.14, 0.79], [0.98, -1.47, 0.45], [-0.27, -2.07, -0.02]],
  "gap_ev": 7.330,
  "lumo_energy_ev": -2.85,
  "de_lowest_kj_mol": 4.9,
  "charge": 1,
  "energy_ev": -65291.880
}